No. 1
A cluster of 8 separate species, C24H57N7O13S2 in total, computed with the ωB97M-V functional and the def2-TZVPD basis.

For the HOMO-LUMO gap, the calculation gives 9.47 eV. The calculation puts the total energy at -3106.38425 Eh. The value obtained for the max |F| is 0.75 eV/Å. Its relative energy (zero: lowest compared OMol25 entry of this formula, charge and spin) is 0.0 kJ/mol. Its HOMO energy is -9.107 eV.

Cartesian coordinates (Å):
H1 6.955 10.377 3.638
H2 -3.539 -6.779 -0.746
H3 0.788 -8.734 -1.010
H4 6.542 3.478 2.440
H5 1.219 -0.500 3.267
N1 3.416 -8.534 -3.878
O1 3.463 6.063 3.747
C1 4.389 -8.450 -4.949
H6 3.927 -11.242 -4.158
O2 1.903 -9.522 -2.555
C2 3.626 10.256 3.895
H7 3.525 5.241 0.753
C3 -1.473 -6.545 -0.348
H8 1.297 -1.276 -1.063
C4 -0.723 -2.591 -0.540
H9 -3.124 2.103 1.089
H10 -2.844 -8.115 0.189
N2 4.753 4.361 3.073
H11 0.425 1.521 2.715
H12 3.524 9.734 4.847
O3 -2.648 0.041 -0.005
H13 -3.103 -1.391 -5.340
O4 -2.512 -1.062 -3.486
H14 2.812 2.709 4.072
N3 -7.467 0.302 -1.546
O5 -3.009 -0.287 -2.368
H15 -3.515 3.665 1.823
C5 -4.648 -2.149 -4.012
H16 -8.617 1.987 -1.055
H17 -3.530 5.429 0.317
H18 5.081 2.518 2.160
O6 -0.454 5.187 -0.028
O7 4.060 0.667 3.737
H19 -4.012 -0.122 -4.529
C6 5.992 8.501 3.895
H20 -1.017 -3.549 -0.963
C7 2.894 -10.904 -4.236
H21 2.711 -1.128 2.556
H22 -7.642 2.152 -2.520
H23 4.082 -7.707 -5.688
H24 -6.644 0.451 -0.982
H25 -8.842 -0.843 -3.662
H26 3.233 -7.702 -3.339
O8 5.218 12.021 3.600
H27 0.460 -8.877 0.730
H28 6.556 8.187 4.775
O9 -1.190 -1.476 -1.312
H29 -2.350 6.749 0.403
C8 2.901 0.828 3.388
H30 -2.410 2.554 2.641
C9 -8.248 1.459 -1.935
C10 5.494 3.528 2.143
H31 -8.934 -2.406 -2.831
C11 -2.725 2.937 1.668
H32 5.436 3.918 1.132
S1 -2.719 -1.059 -0.934
C12 5.018 10.826 3.735
C13 -8.903 -1.330 -2.688
C14 4.037 5.487 2.833
N4 6.053 9.943 3.747
N5 2.260 2.009 3.603
H33 4.489 -9.409 -5.446
N6 -1.607 3.547 0.975
H34 -9.821 -1.011 -2.194
C15 -7.691 -1.006 -1.843
H35 1.783 0.105 1.698
C16 0.906 2.354 3.216
C17 0.048 -8.558 -0.229
C18 3.976 5.986 1.409
H36 -2.808 5.875 1.874
H37 2.641 -10.787 -5.290
S2 1.062 -2.531 -0.609
C19 -2.619 5.777 0.805
O10 1.556 -2.657 0.732
O11 -6.936 -1.874 -1.440
H38 -4.569 -2.367 -2.947
C20 2.102 -0.240 2.682
C21 -1.470 4.829 0.544
N7 -0.281 -7.140 -0.174
H39 2.243 -11.653 -3.797
H40 4.967 8.162 4.000
H41 3.365 6.883 1.391
H42 -0.839 -9.146 -0.441
H43 -4.481 -3.091 -4.530
H44 0.314 2.623 4.093
H45 3.393 9.556 3.092
H46 -2.523 -7.989 -1.550
H47 4.973 6.226 1.036
H48 4.751 4.082 4.042
H49 0.470 -6.492 0.010
H50 5.365 -8.159 -4.558
H51 -0.807 2.972 0.766
C22 -3.598 -1.122 -4.408
H52 6.429 8.023 3.015
H53 -9.099 1.155 -2.536
C23 -2.670 -7.419 -0.632
O12 1.516 -3.440 -1.622
H54 -1.042 -2.542 0.499
H55 -5.662 -1.795 -4.176
C24 2.691 -9.609 -3.486
O13 -1.575 -5.320 -0.280
H56 2.921 11.081 3.864
H57 0.923 3.212 2.540


No. 2
A cluster of 2 separate species, C10H10BrIS in total in a non-equilibrium geometry, computed with the ωB97M-V functional and the def2-TZVPD basis.

For the HOMO-LUMO gap, the calculation gives 6.65 eV. The calculation puts the total energy at -3656.80204 Eh. The value obtained for the max |F| is 4.50 eV/Å. Its relative energy (zero: lowest compared OMol25 entry of this formula, charge and spin) is 136.8 kJ/mol. Its HOMO energy is -8.177 eV.

Cartesian coordinates (Å):
I1 5.881 1.104 -0.098
C1 -2.066 -1.973 0.198
H1 0.323 2.058 0.190
H2 -0.175 0.802 2.087
S1 3.930 1.116 -1.370
C2 2.197 -0.426 0.038
H3 -0.317 -1.666 -1.263
C3 -2.045 -0.412 2.059
H4 -2.747 -2.704 -0.399
C4 -0.798 0.053 1.607
H5 1.601 2.178 -0.865
H6 -0.486 2.370 -2.024
H7 0.532 1.250 -2.690
Br1 2.823 -2.041 0.586
C5 0.813 1.536 -0.670
H8 -3.572 -1.895 1.760
C6 -0.065 1.403 -1.817
C7 -0.840 -1.433 -0.270
H9 -0.841 0.592 -1.858
H10 -2.480 -0.186 3.058
C8 -0.192 -0.435 0.451
C9 1.111 0.199 -0.079
C10 -2.585 -1.490 1.366


No. 3
The molecule C7H6O in a non-equilibrium geometry, computed with the ωB97M-V functional and the def2-TZVPD basis.

For the HOMO-LUMO gap, the calculation gives 9.05 eV. The calculation puts the total energy at -345.33816 Eh. The value obtained for the max |F| is 9.83 eV/Å. Its relative energy (zero: lowest compared OMol25 entry of this formula, charge and spin) is 491.1 kJ/mol. Its HOMO energy is -8.504 eV. As for the SMILES: C#C[C@@H]1OC=CC1=C.

Cartesian coordinates (Å):
H1 -1.720 2.475 0.114
C1 -0.587 0.531 -0.082
C2 3.262 -0.037 -0.234
H2 4.045 0.011 -0.926
O1 0.079 -1.701 0.126
C3 -1.423 -1.527 -0.172
H3 -2.899 0.176 -0.450
C4 0.615 -0.418 0.412
H4 -1.727 -2.627 -0.258
C5 -0.746 1.833 0.028
C6 -1.745 -0.230 -0.328
C7 1.979 -0.342 -0.086
H5 0.530 -0.426 1.600
H6 0.337 2.282 0.257


No. 4
A structure of composition C37H30BrF7N5O5S2Sb2Ti in a non-equilibrium geometry, computed with the ωB97M-V functional and the def2-TZVPD basis.

For the HOMO-LUMO gap (spin up / spin down), the calculation gives 7.34 / 6.10 eV. Its total charge is -1. The calculation puts the total energy at -7477.32298 Eh. The value obtained for the max |F| is 2.32 eV/Å. Its relative energy (zero: lowest compared OMol25 entry of this formula, charge and spin) is 276.7 kJ/mol. Its HOMO energy (spin up / spin down) is -5.090 / -5.747 eV. As for the spin multiplicity: 3.

Cartesian coordinates (Å):
C1 -5.614 1.961 0.922
N1 -0.107 4.770 3.126
C2 -3.215 2.125 1.099
C3 2.741 -0.473 -4.036
F1 -2.975 -2.151 0.738
C4 -0.520 -4.208 -1.405
F2 1.633 -0.143 1.078
N2 1.593 1.802 3.532
O1 0.604 -0.569 4.453
C5 1.091 2.254 -1.581
C6 2.339 0.714 -6.111
C7 -0.830 0.781 6.068
Sb1 -1.147 0.270 -0.480
C8 2.046 -3.210 3.485
H1 2.310 1.631 -4.177
H2 -4.592 3.363 2.188
S1 -1.517 -0.369 2.397
H3 -1.077 -3.837 -3.447
H4 1.339 3.322 -1.585
C9 -3.060 1.111 0.153
N3 2.818 -2.518 2.642
F3 -2.721 -3.193 2.587
H5 -0.609 2.893 -0.416
H6 -3.074 3.743 -3.966
H7 4.521 -0.676 4.879
C10 1.698 2.961 2.817
C11 3.817 -1.406 4.509
C12 -2.550 2.798 -3.874
H8 4.317 -1.137 2.428
C13 2.509 -0.459 -6.832
C14 2.104 -3.058 4.859
F4 -1.903 0.849 6.843
F5 -4.175 -1.598 2.420
C15 3.687 -1.646 3.146
H9 1.440 -3.604 5.513
C16 2.774 3.236 1.934
C17 2.991 -2.113 5.356
C18 -2.060 2.167 -5.015
C19 2.950 -1.638 -4.781
Br1 3.054 -1.791 7.215
H10 0.314 -4.417 0.559
H11 0.618 2.033 -2.538
H12 2.108 1.639 -6.627
H13 -6.343 0.472 -0.449
H14 1.981 -2.619 0.244
C20 -2.368 2.223 -2.624
O2 2.540 0.854 3.228
C21 1.339 -2.152 -1.755
H15 3.200 -2.561 -4.265
C22 2.830 -1.637 -6.165
H16 -1.268 -4.978 -1.254
C23 0.360 -3.881 -0.383
H17 -2.747 2.737 -1.747
H18 2.981 -2.555 -6.722
N4 -1.940 -0.586 4.002
H19 2.400 -0.458 -7.911
H20 -0.733 -0.584 -3.556
S2 -0.781 -0.745 5.008
H21 -4.092 -0.257 -1.140
C24 2.454 0.705 -4.723
C25 -4.201 0.526 -0.398
H22 -2.182 2.625 -5.990
C26 1.294 -2.865 -0.558
H23 1.370 -3.930 3.036
C27 -4.488 2.554 1.472
C28 2.428 1.508 -1.466
C29 -5.467 0.941 -0.012
H24 3.156 1.956 -2.150
H25 -2.348 2.572 1.570
H26 0.597 -2.076 -3.778
C30 -0.427 -3.553 -2.626
H27 0.631 2.039 0.510
O3 -0.663 0.968 2.456
F6 0.261 0.827 6.828
O4 -0.356 -1.344 2.217
C31 -1.247 0.367 -3.640
H28 -6.603 2.291 1.219
C32 -1.418 0.942 -4.897
C33 -1.703 1.002 -2.484
Sb2 2.871 -0.608 -1.875
Ti1 0.979 0.112 2.715
C34 0.094 2.062 -0.425
H29 -1.043 0.435 -5.780
N5 3.656 3.462 1.224
C35 -2.979 -2.016 2.058
F7 -0.831 1.835 5.258
H30 2.812 1.619 -0.455
C36 0.690 3.946 2.995
O5 -0.878 -1.838 5.922
C37 0.510 -2.542 -2.806